Below is a 3-piece molecular cluster, C6H16FO2 overall at a distorted geometry, with properties calculated with ωB97M-V/def2-TZVPD.

Results
* Kohn-Sham gap: 9.42 eV
* net charge: -1
* total energy: -13295.83135 eV
* relative energy (zero: lowest compared OMol25 entry of this formula, charge and spin): 0.0 kcal/mol

Each line ends with the Löwdin charge.
Element x y z (Å)
F (-1.064, 0.624, -1.858)  -0.540
C (0.201, 3.790, 1.410)  -0.097
C (0.322, 2.801, 0.278)  -0.503
C (0.821, 1.456, 0.792)  -0.065
O (-1.038, 2.597, -0.143)  -0.116
H (-0.301, 4.729, 1.173)  0.067
H (1.136, 4.026, 1.938)  0.068
H (-0.391, 3.351, 2.223)  0.072
H (0.856, 3.207, -0.586)  0.131
H (0.188, 1.180, 1.633)  0.078
H (1.874, 1.527, 1.098)  0.072
H (0.784, 0.687, 0.021)  0.058
H (-0.987, 1.820, -0.762)  0.012
C (0.509, -3.762, -1.005)  -0.083
C (-0.401, -2.554, -1.082)  -0.526
C (-0.841, -2.205, 0.341)  -0.087
O (0.387, -1.479, -1.543)  -0.105
H (1.407, -3.378, -0.509)  0.076
H (0.844, -4.115, -1.980)  0.068
H (0.123, -4.531, -0.336)  0.066
H (-1.327, -2.697, -1.651)  0.133
H (-1.449, -3.006, 0.791)  0.065
H (-1.435, -1.291, 0.381)  0.074
H (0.004, -2.085, 1.026)  0.074
H (-0.223, -0.694, -1.651)  0.010

Below is a 5-piece molecular cluster, C2H13NO5 overall at a distorted geometry, with properties calculated with ωB97M-V/def2-TZVPD.

Results
* Kohn-Sham gap: 10.19 eV
* total energy: -14012.95619 eV
* relative energy (zero: lowest compared OMol25 entry of this formula, charge and spin): 18.7 kcal/mol
* SMILES: CNC=O.O.O.O.O

Each line ends with the Löwdin charge.
Element x y z (Å)
C (0.487, -1.885, 2.227)  -0.133
N (-0.299, -0.978, 1.551)  -0.046
C (-0.631, -1.112, 0.173)  -0.221
O (-0.390, -2.192, -0.439)  -0.057
H (0.394, -2.854, 1.695)  0.085
H (1.583, -1.731, 2.047)  0.098
H (0.164, -1.949, 3.312)  0.111
H (-0.571, -0.071, 1.924)  0.075
H (-1.090, -0.229, -0.318)  0.141
O (0.119, -1.362, -2.989)  -0.081
H (0.005, -1.715, -2.059)  0.016
H (0.965, -1.735, -3.284)  0.066
O (0.107, 1.327, -2.525)  -0.079
H (-0.413, 1.674, -3.250)  0.057
H (0.143, 0.338, -2.683)  0.020
O (0.488, 2.636, -0.215)  -0.119
H (0.569, 3.599, -0.359)  0.061
H (0.413, 1.971, -0.990)  0.034
O (-0.911, 1.782, 2.104)  -0.081
H (-0.434, 2.078, 1.287)  0.013
H (-0.698, 2.407, 2.793)  0.040